1 | C6H11NO | the ωB97M-V functional and the def2-TZVPD basis

Geometry as XYZ:
```
19
Properties=species:S:1:pos:R:3:nbo_charge:R:1
C 1.24941 0.57355 0.65864 -0.317
C 2.37810 -0.41639 0.95662 -0.584
C 1.28405 1.04510 -0.78176 -0.613
C -0.01142 -0.10790 1.06657 0.314
N -0.80576 -0.71448 1.63723 -0.369
H 1.32556 1.43775 1.33012 0.240
H 2.28166 -1.29923 0.32797 0.214
H 0.32983 1.52268 -1.05948 0.261
H 2.10625 1.74329 -0.92401 0.213
H 3.33887 0.04988 0.75279 0.215
H 2.35827 -0.73026 1.99685 0.220
H 1.39250 0.19956 -1.47104 0.212
C -2.62116 -1.09885 -0.64945 -0.729
C -2.18338 0.32808 -0.60279 0.459
O -1.50931 0.87514 -1.44773 -0.565
H -2.68006 0.92479 0.18590 0.113
H -2.60540 -1.52395 0.35361 0.255
H -1.97924 -1.67826 -1.30945 0.227
H -3.64876 -1.13049 -1.02059 0.236
```

The total charge is 0. The SMILES is CC(C)C#N.CC=O. The value obtained for the HOMO energy is -9.85 eV. As for the HOMO-LUMO gap: 0.3982 hartree.

2 | C6H11NO | the ωB97M-V functional and the def2-TZVPD basis

Geometry as XYZ:
```
19
Properties=species:S:1:pos:R:3:nbo_charge:R:1
C -1.63837 0.17732 0.84615 -0.654
C -1.21048 0.14935 -0.58972 -0.023
C -0.33719 -0.93507 -1.02704 -0.223
C -1.60123 1.08332 -1.45651 -0.385
C 0.11466 -1.92097 -0.26084 -0.369
H -0.04860 -0.89629 -2.06959 0.201
H -0.76738 0.19773 1.49810 0.232
H -2.24955 1.05204 1.04655 0.215
H -2.21535 -0.71363 1.08407 0.219
H -1.29256 1.06527 -2.48863 0.193
H -2.24401 1.89681 -1.16716 0.194
H -0.13687 -2.00515 0.78084 0.194
H 0.76309 -2.68518 -0.65827 0.200
C 2.15377 1.13941 0.04646 -0.149
O 1.80546 -0.12121 1.87067 -0.572
N 2.62565 0.27049 0.82070 -0.124
H 2.32198 -0.78692 2.34715 0.480
H 1.17030 1.58769 0.14562 0.178
H 2.78662 1.44492 -0.76856 0.194
```

The total charge is 0. The SMILES is C=CC(=C)C.C=NO. The value obtained for the HOMO energy is -8.80 eV. As for the HOMO-LUMO gap: 0.3568 hartree.

So which one wins? Going from most stable to least: 1, 2.